Here is a molecular structure, C37H30BrCsF3IN4O3S2 from OMol25. Energies are from ωB97M-V/def2-TZVPD.

Its HOMO energy is -1.84 eV. The total charge is -2. The calculation puts the LUMO energy at 3.84 eV. The calculation puts the total energy at -159474.0209 eV.

XYZ file:
```
82
Properties=species:S:1:pos:R:3:mulliken_charge:R:1
Cs -0.088 0.294 -0.087 1.182
I -0.083 4.032 -0.750 0.266
Br -1.963 2.259 4.072 -0.207
S 1.302 -4.331 -0.729 -0.451
S 3.151 -1.759 -1.541 -0.160
F 3.934 1.471 2.076 -0.272
F 2.351 2.910 2.482 -0.262
F 3.376 2.952 0.568 -0.274
O 2.100 -0.950 -0.858 -0.142
O -7.103 3.517 -0.007 -0.606
O -2.629 0.603 -0.933 -0.924
N -3.265 3.647 -0.518 -0.621
N -0.173 0.311 3.294 -0.125
N -0.258 -2.883 0.928 -0.156
N -5.827 -0.922 -0.531 -0.766
C 2.047 0.005 4.117 -0.657
C 4.157 0.805 -1.713 -0.503
C 5.016 1.778 -2.203 -0.594
C -3.859 0.518 -0.652 0.274
C 1.889 1.083 4.973 -0.270
C -1.974 2.739 -4.411 -0.613
C 4.392 -1.495 0.884 -0.168
C -1.063 3.136 -3.445 -0.478
C 5.970 1.455 -3.159 -0.436
C 6.071 0.151 -3.631 -0.489
C -1.226 -4.912 0.105 -0.629
C -0.142 -3.992 0.167 0.059
C 4.275 -0.493 -2.180 0.435
C -2.834 3.284 -1.805 0.169
C 2.763 2.023 1.461 -0.119
C -1.372 -2.719 1.654 -0.021
C 4.865 -3.543 -0.321 -0.309
C -2.445 -3.584 1.669 -0.780
C -6.835 2.412 0.865 -0.779
C 4.237 -2.315 -0.224 0.328
C 0.689 1.770 4.984 -0.383
C -2.361 -4.713 0.847 -0.254
C -0.292 1.323 4.113 0.100
C -3.742 2.910 -2.796 0.196
C -4.570 -0.740 -0.845 0.674
C -4.631 1.582 -0.111 1.218
C -6.519 0.103 0.019 -1.135
C -3.319 2.637 -4.083 -0.714
C 5.699 -3.954 0.710 -0.484
C 5.218 -0.827 -3.140 -0.476
C -1.491 3.428 -2.157 -0.114
C -5.976 1.338 0.259 0.764
C 5.227 -1.916 1.906 -0.576
C 0.996 -0.343 3.291 -0.252
C 5.881 -3.140 1.819 -0.499
C -3.789 -1.863 -1.451 -0.698
C -4.069 2.909 0.147 -1.142
H -4.788 2.812 -2.531 0.397
H -3.315 -3.364 2.273 0.399
H 4.929 2.785 -1.816 0.454
H 6.810 -0.104 -4.382 0.354
H -4.433 -2.724 -1.624 0.343
H 6.635 2.222 -3.540 0.358
H -4.040 2.330 -4.831 0.378
H -4.420 3.366 1.078 0.574
H 5.365 -1.278 2.771 0.458
H -1.631 2.512 -5.413 0.366
H -3.186 -5.416 0.790 0.327
H 3.411 1.055 -0.968 0.494
H -1.116 -5.769 -0.545 0.351
H 6.525 -3.467 2.627 0.355
H -7.559 -0.091 0.265 0.291
H 3.865 -0.550 0.948 0.257
H 2.707 1.408 5.603 0.358
H 6.184 -4.921 0.657 0.355
H -6.396 2.787 1.799 0.257
H -7.810 1.990 1.112 0.399
H -3.329 -1.538 -2.387 0.257
H -1.414 -1.819 2.265 0.280
H 5.285 -1.848 -3.501 0.370
H -6.259 3.816 -0.365 0.463
H -2.967 -2.163 -0.796 -0.090
H 4.669 -4.185 -1.171 0.382
H 0.521 2.632 5.611 0.392
H 1.078 -1.162 2.583 0.549
H 2.982 -0.530 4.047 0.348
H -0.012 3.225 -3.686 0.396
```

=====

Here is a molecular structure, C5H8O at a distorted geometry from OMol25. Energies are from ωB97M-V/def2-TZVPD.

Its HOMO energy is -9.40 eV. The total charge is 0. The calculation puts the LUMO energy at 1.09 eV. The calculation puts the total energy at -7359.7302 eV.

XYZ file:
```
14
Properties=species:S:1:pos:R:3:mulliken_charge:R:1
O -0.210 1.222 0.664 -0.448
C -0.622 -0.050 1.233 -0.467
C 1.234 -0.378 -0.178 -0.670
C 0.336 0.776 -0.594 -0.058
C -0.542 -0.410 -1.226 -0.808
C -0.145 -1.076 0.119 -0.261
H -0.257 -0.751 -2.212 0.331
H 0.566 1.512 -1.351 0.451
H -0.214 -0.131 2.314 0.253
H -1.728 -0.052 1.352 0.294
H -1.610 -0.346 -1.391 0.322
H -0.306 -2.092 0.373 0.459
H 1.995 -0.224 0.531 0.337
H 1.676 -0.864 -1.058 0.264
```

=====

Energy above the lowest of the compared OMol25 structures with the same formula, charge and spin (kcal/mol)
9.7; 58.2
Kohn-Sham gap (eV)
5.68; 10.49